Entry 1:
147
Properties=species:S:1:pos:R:3:forces:R:3 method="wB97M-V/def2-TZVPD" e_lumo_ev=0.5 gap_ev=9.05 smiles="CCOCCCCC[C@]1(CCCC(=O)OCC)OC(=O)O[C@@]1(CCCCCCCOC)CC(N)(N)N.CC(C)=O.CC(C)=O.CC(C)=O.CC(C)=O.CC(C)=O.CC(C)=O" max_force_ha_per_bohr=0.092
C -1.840 2.839 -5.688 -0.72 -0.16 0.66
C -1.045 3.234 -4.359 -1.33 1.05 -0.25
O 0.395 3.228 -4.484 -0.24 -1.27 0.89
C 0.988 2.207 -3.609 -0.30 0.13 -0.33
C 0.877 2.671 -2.083 1.25 -0.40 0.60
C 0.773 1.480 -1.014 -0.35 -0.06 0.93
C -0.247 0.303 -1.405 0.11 0.54 -0.11
C -1.293 -0.080 -0.244 0.54 -0.42 0.12
C -1.773 -1.624 -0.467 -0.06 -0.51 -1.30
C -0.646 -2.717 -0.179 0.51 -0.02 0.33
C 0.223 -2.462 1.147 0.98 -0.98 0.06
C 0.293 -3.782 2.106 -0.25 0.55 1.34
C -0.054 -3.293 3.612 -2.22 0.54 0.23
O -1.164 -2.758 3.835 3.71 -1.47 -0.55
O 0.910 -3.477 4.639 -1.62 1.24 -2.13
C 1.149 -2.248 5.383 1.82 0.87 1.31
C 2.732 -1.898 5.227 -0.88 -0.38 0.44
O -1.942 -1.628 -1.937 -2.17 1.05 -1.20
C -3.192 -1.014 -2.259 1.62 -0.62 0.44
O -3.477 -0.492 -3.344 0.50 -1.96 4.25
O -3.944 -1.136 -1.055 -0.78 0.21 -1.37
C -3.310 -1.966 -0.050 3.54 0.11 1.88
C -3.322 -1.486 1.492 -1.98 0.61 0.07
C -4.091 -0.104 1.769 1.62 0.69 1.31
C -3.101 0.790 2.702 -0.41 0.72 0.20
C -3.764 2.239 3.034 0.81 -1.40 -0.20
C -3.785 3.081 1.658 -0.34 -0.26 0.83
C -3.064 4.492 1.915 0.21 -1.40 -0.10
C -1.460 4.202 1.849 -1.34 0.89 -1.03
O -0.906 4.125 3.182 0.39 -1.14 -1.41
C -0.130 2.924 3.390 0.78 -0.35 0.85
C -3.740 -3.504 0.063 -0.74 0.28 -1.05
C -3.903 -4.285 -1.325 -0.29 -1.72 0.07
N -2.598 -4.548 -2.024 -1.39 0.59 0.46
N -4.414 -5.665 -0.961 0.05 0.30 -0.19
N -4.939 -3.708 -2.245 1.01 0.41 0.34
H -1.522 3.402 -6.624 -0.16 -0.90 1.30
H -1.863 1.696 -5.825 0.31 1.76 -0.05
H -2.942 3.138 -5.503 1.68 -0.41 -0.25
H -1.342 4.315 -4.073 0.41 -1.59 -0.48
H -1.453 2.576 -3.514 0.87 0.72 -1.08
H 0.445 1.236 -3.860 0.67 1.05 0.72
H 2.086 2.045 -3.924 -1.71 0.53 0.50
H 0.038 3.406 -1.860 0.89 -1.03 -0.79
H 1.859 3.233 -1.845 -1.59 -0.69 -0.35
H 0.397 1.951 -0.026 0.64 -0.60 -1.46
H 1.791 1.016 -0.746 -1.43 0.75 -0.59
H -0.876 0.681 -2.290 1.10 -0.95 1.13
H 0.402 -0.605 -1.695 -1.35 1.37 0.23
H -0.784 0.085 0.760 -0.80 -0.34 -1.21
H -2.197 0.619 -0.313 1.20 -1.00 0.18
H 0.071 -2.701 -1.077 -1.20 0.02 1.29
H -1.037 -3.792 -0.119 0.15 1.82 -0.40
H 1.319 -2.296 0.803 -1.90 0.24 0.81
H -0.147 -1.622 1.817 0.55 -0.91 -1.21
H 1.324 -4.261 2.111 -1.46 0.48 -0.15
H -0.539 -4.524 1.842 1.31 0.94 0.31
H 0.568 -1.345 5.009 0.30 -1.58 0.40
H 0.958 -2.426 6.503 -0.13 0.20 -1.82
H 3.105 -2.540 4.354 -0.31 1.18 1.17
H 2.793 -0.774 5.010 0.28 -1.67 0.22
H 3.330 -2.153 6.188 -1.15 0.50 -1.97
H -3.871 -2.296 2.092 0.96 1.19 -0.78
H -2.274 -1.402 1.925 -1.34 -0.30 -0.82
H -4.310 0.522 0.845 0.09 -1.13 1.04
H -5.029 -0.261 2.397 1.05 0.14 -1.11
H -2.112 1.036 2.168 -1.46 -0.58 0.56
H -2.793 0.227 3.661 -0.72 0.71 -1.39
H -4.798 2.066 3.487 1.27 0.40 -0.70
H -3.108 2.720 3.842 -0.98 -0.41 -1.27
H -4.867 3.149 1.306 1.39 0.24 0.39
H -3.232 2.446 0.867 -0.76 1.24 1.08
H -3.351 4.811 2.982 0.56 -0.16 -1.72
H -3.386 5.271 1.149 0.56 -0.98 1.04
H -1.267 3.250 1.225 -0.30 1.31 1.18
H -1.030 5.066 1.221 -0.09 -1.11 1.27
H -0.743 2.099 3.913 0.71 1.16 -0.96
H 0.718 3.196 4.113 -1.16 -0.36 -1.07
H 0.346 2.512 2.428 -0.78 0.64 1.33
H -3.043 -4.062 0.791 -0.91 0.98 -1.35
H -4.778 -3.518 0.576 1.48 0.14 -0.81
H -2.486 -5.549 -2.221 -0.19 0.78 -0.15
H -2.513 -3.972 -2.870 0.12 -0.60 0.52
H -4.711 -6.117 -1.848 0.32 0.59 0.75
H -5.279 -5.597 -0.408 0.53 0.17 -0.28
H -5.583 -3.077 -1.751 0.61 -0.20 -0.51
H -4.513 -3.257 -3.066 -0.45 0.00 0.72
C -6.252 4.021 -8.266 0.15 0.35 0.02
C -5.007 3.179 -8.350 0.70 0.30 0.01
O -3.901 3.684 -8.343 -0.51 -0.21 -0.04
C -5.185 1.687 -8.445 0.37 -0.11 -0.01
H -5.972 5.075 -8.203 -0.01 -0.15 0.00
H -6.862 3.874 -9.160 -0.13 -0.11 0.14
H -6.821 3.756 -7.372 -0.13 -0.08 -0.15
H -5.747 1.435 -9.346 -0.16 -0.04 0.15
H -5.706 1.318 -7.558 -0.15 -0.03 -0.14
H -4.204 1.208 -8.499 -0.12 0.09 0.02
C -2.408 8.195 -6.456 -0.33 -0.18 -0.09
C -2.270 7.739 -5.027 -0.60 -0.57 0.35
O -3.084 6.989 -4.522 0.47 0.44 -0.27
C -1.086 8.248 -4.248 -0.06 -0.18 0.34
H -3.304 7.750 -6.892 0.13 0.03 0.08
H -2.503 9.282 -6.492 0.21 -0.01 -0.07
H -1.540 7.872 -7.034 0.03 0.20 0.01
H -1.122 9.338 -4.185 0.16 -0.02 -0.14
H -0.159 7.928 -4.728 0.00 0.20 -0.05
H -1.116 7.838 -3.236 -0.02 0.03 -0.14
C -1.270 -8.944 -3.510 0.00 0.22 0.34
C -1.571 -7.800 -4.441 -0.07 0.61 0.24
O -1.703 -6.664 -4.026 0.05 -0.54 -0.21
C -1.703 -8.116 -5.907 -0.07 0.39 -0.13
H -1.203 -8.569 -2.486 -0.02 -0.03 -0.14
H -2.071 -9.684 -3.560 0.16 -0.11 -0.10
H -0.315 -9.401 -3.779 -0.14 -0.16 -0.07
H -2.523 -8.820 -6.064 0.17 -0.13 -0.03
H -0.768 -8.536 -6.283 -0.12 -0.18 0.00
H -1.920 -7.198 -6.457 0.03 -0.11 0.10
C 6.503 0.130 8.094 -0.43 -0.44 -0.11
C 5.798 -0.514 6.931 -0.43 -0.48 0.41
O 5.105 -1.505 7.079 0.61 0.44 0.01
C 5.983 0.114 5.575 -0.23 -0.29 -0.26
H 6.280 -0.428 9.006 0.04 0.06 -0.12
H 7.579 0.114 7.930 -0.19 0.25 0.00
H 6.154 1.157 8.218 0.26 0.06 -0.07
H 7.039 0.098 5.298 -0.02 0.22 0.05
H 5.611 1.141 5.587 0.22 0.04 0.00
H 5.418 -0.454 4.832 0.06 0.06 0.10
C 5.728 -1.862 0.759 -0.15 0.13 0.35
C 4.576 -1.502 -0.141 -0.57 0.30 0.23
O 3.571 -0.975 0.300 0.40 -0.24 -0.18
C 4.714 -1.820 -1.606 -0.36 0.14 -0.11
H 5.489 -1.575 1.785 0.00 -0.03 -0.14
H 5.902 -2.939 0.728 0.17 0.07 -0.11
H 6.626 -1.324 0.446 0.05 -0.20 -0.07
H 4.843 -2.896 -1.742 0.20 0.07 -0.05
H 5.566 -1.281 -2.024 0.08 -0.20 0.00
H 3.809 -1.506 -2.131 0.11 -0.03 0.09
C 11.197 1.472 9.985 -0.26 0.17 0.23
C 10.199 0.823 9.063 -0.66 0.14 0.20
O 9.001 0.953 9.235 0.94 0.04 0.06
C 10.742 0.008 7.919 -0.34 -0.10 -0.15
H 10.665 2.026 10.761 0.04 -0.08 -0.12
H 11.814 0.708 10.461 0.15 0.08 -0.14
H 11.823 2.169 9.424 0.15 -0.16 0.03
H 11.339 -0.821 8.304 0.15 0.12 -0.09
H 11.348 0.640 7.266 0.15 -0.12 0.09
H 9.911 -0.400 7.338 0.11 0.04 0.07

=====

Entry 2:
56
Properties=species:S:1:pos:R:3:forces:R:3 method="wB97M-V/def2-TZVPD" e_lumo_ev="4.4 / 3.1" gap_ev="6.02 / 4.70" charge=-2 max_force_ha_per_bohr=0.024 e_above_lowest_kcal_mol=0.00 spin_multiplicity=2
Pb -2.882 -0.271 0.895 0.56 0.32 -0.23
S -6.213 -3.031 3.825 0.46 -0.17 -0.03
Sb -4.040 -2.866 3.064 -0.54 0.96 -0.49
S -3.146 -0.679 3.563 -0.16 -0.86 0.53
S -4.020 -2.661 0.648 -0.03 -0.74 0.59
F -0.920 2.000 -2.206 -0.15 0.01 0.07
C -1.987 2.799 -2.294 -0.16 0.08 0.04
F -2.324 2.884 -3.597 0.05 -0.07 0.12
F -1.602 4.036 -1.907 0.02 -0.14 -0.11
S -3.435 2.255 -1.251 0.26 0.65 -0.60
O -4.470 3.144 -1.714 -0.14 0.01 0.02
O -3.615 0.856 -1.588 0.04 0.00 -0.04
O -2.945 2.515 0.089 0.03 -0.08 0.10
C 2.561 -1.511 -3.543 -0.05 0.03 0.04
C 1.191 -1.537 -2.908 -0.09 -0.02 -0.07
C 0.091 -1.951 -3.644 0.05 -0.05 -0.08
C -1.162 -1.979 -3.029 0.02 0.08 0.06
C -2.394 -2.412 -3.782 0.03 0.03 0.12
C -1.291 -1.573 -1.721 0.02 0.08 -0.04
C -0.217 -1.071 -0.939 0.10 -0.05 0.05
C 1.046 -1.120 -1.592 0.06 0.01 -0.01
N -0.479 -0.613 0.317 -0.47 0.03 0.12
C 0.550 0.029 1.126 0.08 -0.08 -0.24
C 1.169 1.266 0.435 0.05 0.02 0.06
C 2.231 1.915 1.328 0.05 0.10 -0.05
C 1.581 2.422 2.616 -0.03 -0.04 -0.03
C 0.932 1.238 3.334 -0.02 0.07 0.10
C 2.020 0.234 3.723 0.01 0.04 -0.07
C 2.688 -0.283 2.448 0.10 -0.11 0.05
C 3.312 0.886 1.678 -0.05 0.02 0.00
C 1.641 -0.973 1.570 0.08 0.12 0.04
C -0.091 0.560 2.417 0.05 -0.09 0.00
H 2.533 -1.949 -4.542 0.03 -0.01 0.00
H 3.283 -2.069 -2.941 0.02 0.01 -0.02
H 2.929 -0.485 -3.633 0.03 -0.01 0.00
H 0.200 -2.235 -4.686 0.00 -0.05 0.02
H -2.158 -2.677 -4.814 -0.01 0.00 -0.01
H -3.130 -1.605 -3.778 -0.03 -0.03 -0.07
H -2.858 -3.273 -3.295 -0.02 -0.02 -0.04
H -2.285 -1.602 -1.297 -0.06 -0.05 0.05
H 1.949 -0.808 -1.090 -0.03 0.01 0.03
H 0.358 1.972 0.235 -0.01 0.00 0.01
H 1.604 1.019 -0.532 0.00 0.00 0.01
H 2.690 2.755 0.793 -0.01 -0.02 0.01
H 0.824 3.176 2.380 0.01 0.01 -0.01
H 2.333 2.892 3.262 -0.02 0.01 0.01
H 0.417 1.587 4.235 0.00 -0.01 -0.02
H 1.576 -0.598 4.278 0.02 -0.01 0.00
H 2.764 0.714 4.371 -0.03 0.00 0.03
H 3.476 -1.000 2.712 -0.03 0.00 -0.01
H 3.780 0.517 0.758 0.02 -0.01 0.01
H 4.099 1.357 2.280 0.00 0.00 0.00
H 1.146 -1.777 2.124 -0.02 0.00 0.00
H 2.132 -1.432 0.714 -0.04 -0.03 -0.02
H -0.875 1.279 2.154 -0.01 0.04 0.01
H -0.564 -0.265 2.951 -0.02 0.00 -0.03

=====

Entry 3:
20
Properties=species:S:1:pos:R:3:forces:R:3 method="wB97M-V/def2-TZVPD" e_lumo_ev=0.6 gap_ev=8.76 smiles="C=C/C(C)=N/N(C)C" max_force_ha_per_bohr=0.092 e_above_lowest_kcal_mol=87.79
C -1.672 0.518 0.930 0.75 2.16 3.50
C -2.251 -1.155 -0.694 3.93 -0.50 2.62
C 1.036 0.347 -0.287 -1.77 -1.77 0.39
C 0.919 1.843 -0.492 0.55 0.76 -0.20
C 2.451 -0.281 -0.044 -1.75 -0.38 0.66
C 2.366 -1.605 0.220 0.88 2.15 0.06
H -1.161 1.485 1.240 -0.14 -0.98 -0.79
H -1.464 -0.137 1.819 -0.34 -0.06 -0.73
H -2.682 0.833 0.924 -1.35 -0.07 0.08
H -1.627 -1.475 -1.513 -1.03 -0.88 -0.76
H -3.236 -0.855 -0.811 -1.61 0.81 -0.89
H -2.266 -1.971 0.147 0.29 1.29 -1.35
H 1.921 2.235 -0.783 -0.35 -0.27 0.83
H 0.573 2.361 0.495 0.36 -0.66 -2.15
H 0.388 2.107 -1.462 -0.40 -0.39 1.69
H 3.394 0.334 0.136 -1.52 -0.78 -0.91
H 1.350 -1.963 0.365 0.54 -0.72 -0.37
H 3.296 -2.115 0.370 0.02 -0.73 0.28
N -1.334 0.012 -0.309 0.46 -1.44 -1.61
N 0.000 -0.518 -0.254 2.48 2.45 -0.34

=====

Entry 4:
118
Properties=species:S:1:pos:R:3:forces:R:3 method="wB97M-V/def2-TZVPD" e_lumo_ev=-12.0 gap_ev=1.68 charge=+2 max_force_ha_per_bohr=0.087
Tl -2.935 -1.889 -4.062 0.15 0.06 0.15
N -1.364 -0.396 -2.119 0.59 1.36 2.01
S 0.183 -0.075 -2.124 2.65 -0.03 -3.62
O 1.095 -1.032 -1.602 -0.50 -0.46 0.95
O 0.539 1.303 -2.000 -0.55 0.29 1.11
F 0.475 -0.264 -3.708 -0.82 -0.27 0.37
S -1.878 0.439 -0.780 -2.39 -2.38 -0.94
O -2.261 1.772 -0.986 0.32 1.21 -0.24
O -1.258 0.053 0.441 0.89 -0.02 0.10
F -3.246 -0.338 -0.754 -0.15 0.09 0.19
C 2.395 1.992 1.138 0.86 0.28 -0.17
C 3.261 0.958 1.847 0.09 -0.44 1.00
C 4.655 1.417 1.468 0.44 -0.73 0.23
O 4.549 1.800 0.118 0.34 0.14 0.11
C 3.277 2.363 -0.083 -0.87 -0.12 0.08
H 2.361 2.883 1.767 -0.50 -0.08 0.07
H 1.409 1.646 0.847 -0.11 0.10 0.07
H 3.085 -0.087 1.571 0.00 0.17 -0.58
H 3.178 0.919 2.938 -0.23 0.42 -0.07
H 5.428 0.652 1.572 -0.03 0.03 -0.25
H 5.008 2.247 2.103 -0.26 0.22 -0.20
H 2.873 1.955 -1.016 0.12 0.12 -0.13
H 3.367 3.455 -0.196 0.08 -0.14 -0.19
C 1.034 -3.575 1.715 -0.77 -0.24 0.49
C 0.028 -4.027 2.780 0.29 -0.54 0.40
C -0.976 -4.824 1.954 -0.36 0.84 0.36
O -0.919 -4.282 0.634 -0.12 -0.41 -0.35
C 0.098 -3.340 0.537 1.23 0.68 -0.11
H 1.671 -4.424 1.460 0.20 0.12 0.01
H 1.639 -2.722 2.009 0.02 0.06 -0.11
H -0.454 -3.199 3.305 0.00 0.13 -0.25
H 0.448 -4.673 3.554 0.17 0.12 -0.06
H -1.991 -4.643 2.331 -0.02 -0.38 -0.17
H -0.781 -5.898 1.923 0.01 -0.03 -0.12
H -0.348 -2.328 0.497 0.02 0.02 0.22
H 0.701 -3.398 -0.382 -0.59 -0.32 -0.30
C 5.236 -1.800 0.044 0.54 -0.32 -0.31
C 5.914 -3.167 0.120 0.31 -0.10 0.63
C 4.713 -4.105 0.189 0.43 0.19 0.06
O 3.623 -3.426 -0.422 -0.25 0.30 -0.46
C 4.042 -2.138 -0.836 0.31 0.56 0.32
H 5.907 -1.048 -0.366 -0.20 0.10 -0.13
H 4.895 -1.458 1.025 -0.05 -0.10 0.01
H 6.562 -3.303 0.988 -0.17 0.12 0.08
H 6.574 -3.341 -0.731 -0.36 -0.06 -0.26
H 4.420 -4.284 1.232 0.01 -0.19 -0.01
H 4.876 -5.061 -0.312 -0.22 -0.09 0.05
H 3.248 -1.393 -0.746 -0.38 -0.37 -0.11
H 4.319 -2.173 -1.907 -0.01 -0.01 0.03
O -4.147 3.848 -1.395 -0.14 -0.03 0.10
H -3.980 4.793 -1.452 -0.02 0.10 -0.03
H -3.295 3.438 -1.218 0.08 0.01 -0.06
O -5.119 -1.668 -2.292 0.06 -0.08 -0.25
H -5.411 -0.902 -1.786 0.05 0.06 0.09
H -5.931 -2.079 -2.607 -0.10 -0.06 0.04
O -0.321 -2.964 -3.900 -0.20 -0.08 0.00
H 0.527 -2.509 -3.852 0.03 0.10 0.00
H -0.111 -3.903 -3.896 0.01 -0.09 -0.02
C -5.943 2.939 1.546 -0.61 0.03 0.01
C -4.495 2.577 1.728 -0.21 -0.50 0.57
C -3.625 3.750 2.109 0.51 0.79 0.41
O -4.394 1.572 2.708 -0.15 0.16 -0.47
H -6.030 3.814 0.906 0.04 -0.02 -0.05
H -6.384 3.153 2.523 0.11 0.10 -0.03
H -6.549 2.143 1.111 0.18 -0.09 -0.04
H -4.128 2.119 0.776 0.07 0.24 -0.12
H -2.555 3.536 2.145 -0.06 -0.17 -0.23
H -3.887 4.075 3.121 -0.17 -0.13 -0.04
H -3.798 4.610 1.462 0.03 -0.20 -0.22
H -3.454 1.511 2.978 0.29 -0.29 0.20
C 0.250 -0.157 3.658 0.27 -0.29 -0.09
C -1.232 -0.002 3.965 0.16 0.15 -0.08
C -1.477 0.536 5.353 -0.21 -0.18 0.00
O -1.797 0.924 3.026 -0.10 0.00 0.21
H 0.732 -0.826 4.375 -0.06 0.11 0.11
H 0.735 0.820 3.694 0.01 -0.01 0.06
H 0.433 -0.595 2.670 -0.19 0.13 -0.02
H -1.727 -0.978 3.865 -0.07 0.08 -0.10
H -1.186 -0.229 6.073 0.03 0.15 0.13
H -2.537 0.750 5.496 0.00 -0.04 0.03
H -0.918 1.454 5.532 0.09 -0.02 0.00
H -1.563 0.629 2.136 0.00 0.00 -0.14
C 3.576 1.472 -4.402 -0.15 -0.33 -0.14
C 3.648 0.047 -4.975 0.80 0.56 -0.03
C 4.095 0.056 -6.431 -1.00 -0.54 0.06
O 4.556 -0.741 -4.200 -0.27 -0.11 0.29
H 3.240 1.432 -3.367 -0.07 0.08 0.02
H 2.869 2.036 -5.013 0.00 0.16 0.17
H 4.548 1.964 -4.435 0.02 -0.02 -0.06
H 2.670 -0.415 -4.863 0.00 -0.13 -0.05
H 4.003 -0.965 -6.809 0.40 0.01 -0.06
H 5.110 0.431 -6.542 0.04 0.06 -0.06
H 3.396 0.636 -7.036 0.21 0.25 0.02
H 5.452 -0.558 -4.502 0.01 0.01 -0.04
C -4.187 -2.355 1.660 1.06 0.36 0.00
C -4.871 -3.085 2.772 -1.11 -0.03 0.06
C -4.332 -2.737 4.152 -0.08 -0.49 -0.01
O -6.267 -2.736 2.682 0.34 0.03 -0.02
H -4.245 -1.268 1.785 -0.41 -0.03 0.02
H -4.558 -2.642 0.678 -0.05 0.02 -0.01
H -3.107 -2.553 1.713 -0.11 -0.20 -0.21
H -4.830 -4.169 2.599 0.39 0.04 0.06
H -3.263 -2.958 4.210 0.02 0.17 0.02
H -4.821 -3.360 4.903 0.00 0.10 0.04
H -4.540 -1.694 4.388 0.13 0.07 -0.06
H -6.772 -3.399 3.161 -0.12 0.03 0.09
C 0.178 6.052 -2.729 -0.12 0.05 0.07
C 0.137 4.556 -2.970 0.57 0.14 0.20
C 0.202 4.208 -4.453 -0.53 -0.04 -0.52
O 1.273 3.981 -2.331 -0.07 0.10 0.25
H 0.856 6.546 -3.425 -0.06 0.00 -0.06
H 0.534 6.280 -1.725 -0.10 -0.13 0.07
H -0.824 6.468 -2.838 0.07 0.11 -0.13
H -0.769 4.115 -2.529 -0.01 -0.06 -0.03
H -0.732 4.478 -4.956 -0.01 0.02 0.14
H 0.351 3.137 -4.597 0.07 0.00 0.04
H 0.993 4.769 -4.949 0.17 -0.11 0.14
H 1.075 3.051 -2.157 0.04 -0.06 -0.18

=====

Entry 5:
16
Properties=species:S:1:pos:R:3:forces:R:3 method="wB97M-V/def2-TZVPD" e_lumo_ev=4.3 gap_ev=7.55 charge=-1 max_force_ha_per_bohr=0.033 e_above_lowest_kcal_mol=5.99
C 0.684 -1.004 -0.756 -0.73 -0.45 0.12
O 0.993 0.209 -1.232 -0.06 0.15 -0.62
C -0.076 -0.952 0.596 0.08 1.23 1.14
C -1.492 -0.420 0.447 -0.88 -0.15 -0.96
N 0.671 -0.070 1.548 0.41 -0.26 -0.13
H -0.002 -1.667 -1.372 0.22 0.38 -0.31
H 1.595 -1.623 -0.653 0.15 -0.35 0.44
H -0.185 -1.917 1.102 0.33 -0.34 -0.32
H -1.553 0.583 0.017 0.40 0.06 0.05
H -2.153 -0.429 1.318 0.54 -0.02 0.47
H -2.033 -1.057 -0.263 0.11 -0.06 -0.14
H 0.393 0.898 1.421 -0.38 -0.06 -0.18
H 1.611 -0.023 1.150 -0.02 -0.11 0.24
H 0.842 1.760 -0.987 -0.24 -0.34 0.22
H 0.070 2.985 -1.531 -0.10 -0.01 -0.12
O 0.636 2.729 -0.804 0.18 0.32 0.11